The following is a quantum chemistry calculation of a molecular structure, C84H204As4F24N5O5P4 at a distorted geometry, from OMol25.

Results
HOMO-LUMO gap: 0.61 eV
Highest occupied orbital energy: -10.0232 eV
DFT total energy: -16676.188447 Ha

```
! wB97M-V def2-TZVPD RIJCOSX def2/J DEFGRID3
* xyz 5 1
C -1.4741 -2.8174 0.8905
C -0.1525 -2.2704 0.4478
C -0.2440 -2.2191 -1.0611
O 0.8310 -1.4297 -1.5252
C 0.9895 -1.3731 -2.9121
N 0.1184 -0.9293 1.1955
H 0.8743 -0.4310 0.6479
H -0.6557 -0.2853 1.1632
H 0.4097 -1.1606 2.1913
H -1.6916 -3.8497 0.5783
H -2.3694 -2.2580 0.5694
H -1.4848 -2.9089 1.9643
H 0.7114 -2.9307 0.7499
H -1.2191 -1.7989 -1.3293
H -0.0557 -3.2149 -1.4311
H 0.1755 -0.7562 -3.2637
H 0.9150 -2.4389 -3.2703
H 1.9724 -0.9677 -3.1565
C -1.9670 4.6090 -4.5505
C -1.0146 5.6377 -4.0148
C -1.5189 7.0718 -3.9530
O -0.5324 7.9374 -3.4975
C -1.1065 9.2763 -3.2379
N -0.5348 5.2664 -2.6223
H -0.0140 6.0994 -2.1562
H -1.2704 5.0763 -1.9642
H 0.0443 4.3966 -2.6448
H -1.4891 3.7301 -4.9063
H -2.3428 5.0446 -5.4960
H -2.7458 4.2755 -3.8927
H -0.1558 5.4790 -4.6282
H -2.4201 7.1081 -3.3385
H -1.7536 7.4395 -4.9557
H -0.2972 9.8381 -2.8086
H -1.8725 9.0937 -2.4497
H -1.5225 9.7674 -4.1028
C 3.0708 2.8823 2.4576
C 2.5981 2.9538 0.9806
C 3.1651 1.6928 0.2198
O 2.6714 0.5291 0.8586
C 3.3962 -0.6534 0.5436
N 1.1274 3.0218 0.8746
H 0.7553 2.4079 1.6086
H 0.8002 3.9960 1.0636
H 0.7813 2.6797 -0.0522
H 4.1522 2.6868 2.4569
H 2.7002 1.9318 2.9005
H 2.7679 3.7887 3.0974
H 2.9719 3.8660 0.4880
H 4.2591 1.7018 0.4041
H 2.9036 1.7317 -0.8084
H 4.4815 -0.4088 0.3791
H 2.8996 -1.1600 -0.3294
H 3.2212 -1.3284 1.3679
C -15.4840 1.6505 15.5815
C -16.6187 4.1325 15.9427
C -16.6028 3.7508 14.5974
O -14.7327 7.8661 12.8496
C -13.7898 7.7134 12.2776
N -17.8390 4.3933 16.8498
H -18.7187 3.9978 16.4393
H -17.7660 4.0232 17.7912
H -17.8827 5.4106 16.8583
H -16.2750 0.9027 15.8406
H -14.8422 1.9841 16.4174
H -15.2878 1.6676 14.5124
H -15.6912 4.2140 16.4726
H -17.5274 3.8230 14.0348
H -15.6781 4.0262 14.1491
H -12.7915 8.2122 12.0888
H -18.3181 9.2520 7.7945
H -9.4366 8.6615 -12.2079
C 0.5703 11.3206 2.1313
C 1.0012 11.0164 0.7031
C 1.0950 12.1884 -0.2331
O 1.6368 11.6710 -1.5053
C 1.3488 12.6236 -2.5616
N 2.3941 10.4060 0.7668
H 2.7682 10.6275 -0.1625
H 2.9977 10.9506 1.3901
H 2.3627 9.4187 0.9358
H -0.4547 11.0076 2.3350
H 0.5413 12.4048 2.4654
H 1.1933 11.0572 2.9672
H 0.3520 10.2672 0.1968
H 1.8426 12.9309 0.0989
H 0.1333 12.5953 -0.3714
H 2.2356 12.8023 -3.1559
H 0.9291 13.5700 -2.1917
H 0.6538 12.2687 -3.3465
C 4.2026 -3.3391 7.2855
C 4.8321 -2.0807 7.6278
C 4.2289 -1.2980 8.8522
C 2.6955 -1.0970 8.7975
P 1.9719 -0.5166 10.3594
C 2.2696 -1.8529 11.5462
C 1.6020 -3.1929 11.3146
C 1.9578 -4.1771 12.4492
C 1.1646 -5.4369 12.3105
C 2.7431 1.0064 10.9021
C 2.8778 2.1859 9.9297
C 3.6362 3.4135 10.4432
C 3.5926 4.5340 9.4096
C 0.1829 -0.3724 10.1764
C -0.3024 0.9129 9.5344
C -0.4457 2.1079 10.4965
C -1.1059 3.3487 9.8643
H 3.1532 -3.3389 6.8926
H 4.3596 -4.0233 8.1203
H 4.6087 -3.8310 6.3879
H 4.6273 -1.4568 6.7639
H 5.9241 -2.1435 7.6558
H 4.7378 -0.3559 8.9383
H 4.5450 -1.8685 9.7409
H 2.2695 -2.0890 8.7513
H 2.3137 -0.5629 7.9021
H 1.8059 -1.5351 12.4179
H 3.3469 -1.8690 11.6315
H 2.0293 -3.6373 10.3704
H 0.5762 -3.0306 11.1589
H 1.6854 -3.7147 13.4601
H 2.9920 -4.3845 12.4463
H 1.5251 -6.2402 12.9235
H 1.2037 -5.7499 11.2987
H 0.1435 -5.2108 12.5773
H 3.7995 0.6895 11.2927
H 2.2303 1.3938 11.7527
H 1.8503 2.4697 9.7644
H 3.4560 1.9044 9.0206
H 4.6821 3.2403 10.6627
H 3.2462 3.7570 11.3753
H 4.0023 4.3142 8.4142
H 4.2226 5.3847 9.7834
H 2.6113 4.9359 9.2928
H -0.2294 -0.4421 11.1607
H -0.0429 -1.3214 9.6268
H -1.3021 0.7457 9.1218
H 0.3573 1.2890 8.7154
H 0.4788 2.4654 11.0232
H -1.1300 1.8364 11.3200
H -1.3490 3.9594 10.6804
H -1.9539 3.0561 9.2565
H -0.4291 3.7946 9.1774
C 7.6604 0.0712 -11.3333
C 8.3773 0.5038 -9.9900
C 7.4300 1.4494 -9.2922
C 8.1253 1.9341 -8.0007
P 6.8857 2.8755 -7.0342
C 5.7214 1.6446 -6.4922
C 4.2914 1.7749 -7.1087
C 3.3105 0.7342 -6.5734
C 3.6075 -0.7155 -6.8253
C 7.7131 3.4065 -5.4147
C 8.6283 2.3049 -4.8490
C 10.1778 2.5080 -5.0700
C 10.9707 1.5106 -4.3076
C 6.1402 4.2327 -7.9233
C 5.5013 5.2800 -6.9363
C 4.8142 6.3788 -7.7527
C 5.7924 7.3011 -8.5806
H 7.1180 0.9312 -11.7047
H 7.0086 -0.7524 -11.1216
H 8.4658 -0.3381 -11.9765
H 9.3014 1.0482 -10.2157
H 8.7830 -0.3256 -9.4177
H 6.5280 0.9842 -8.9549
H 7.1623 2.3403 -9.9195
H 9.0156 2.4937 -8.1246
H 8.3806 1.1211 -7.2713
H 5.7772 1.5925 -5.4249
H 6.1523 0.6537 -6.6740
H 4.4765 1.5061 -8.1879
H 3.8908 2.8018 -6.9481
H 2.3251 0.9529 -7.0058
H 3.2234 0.9245 -5.4981
H 2.7899 -1.3177 -6.4342
H 4.5567 -1.0495 -6.2996
H 3.7721 -0.9774 -7.8886
H 6.9958 3.7056 -4.6204
H 8.2947 4.2357 -5.6601
H 8.4207 1.3269 -5.1905
H 8.5256 2.2449 -3.7567
H 10.3776 3.4747 -4.6991
H 10.3761 2.4917 -6.1512
H 12.0516 1.7324 -4.2602
H 10.9364 0.4968 -4.7468
H 10.7105 1.4111 -3.2685
H 5.3985 3.8107 -8.5817
H 6.9306 4.6675 -8.5765
H 6.3068 5.6719 -6.3214
H 4.8217 4.8342 -6.2491
H 4.2298 7.0879 -7.1986
H 4.0904 5.8223 -8.4159
H 5.1978 7.7931 -9.3655
H 6.5554 6.7946 -9.1029
H 6.3126 7.9661 -7.9648
C -2.4981 -16.0761 -4.7289
C -2.6289 -17.4578 -4.9922
C 0.8869 -14.8709 -4.5610
C 1.9123 -15.8423 -4.2858
P 3.4120 -14.5419 -4.1932
C 4.5704 -15.5838 -3.2071
C 4.5283 -15.7859 -1.7121
C 5.8606 -16.6751 -1.5560
C 7.1035 -15.7312 -1.5485
C 3.9734 -14.1728 -5.8286
C 3.7883 -15.2675 -6.8725
C 4.4670 -14.9332 -8.2441
C 5.9667 -14.8794 -8.1600
C 3.1596 -13.1159 -3.2831
C 4.5203 -12.2639 -3.3958
C 4.7002 -11.3011 -2.1545
C 3.4546 -10.4149 -2.0326
H -2.3726 -15.7490 -3.7534
H -3.8840 -15.9992 -4.5579
H -2.5068 -15.5089 -5.6850
H -2.7053 -17.8300 -6.0291
H -2.8541 -18.1516 -4.1794
H 0.3502 -14.4565 -3.7425
H 0.5631 -14.5483 -5.5410
H 2.3897 -16.4119 -5.1377
H 1.7548 -16.4115 -3.3771
H 5.4770 -15.1730 -3.7130
H 4.4581 -16.5250 -3.6280
H 3.6094 -16.3039 -1.6205
H 4.4848 -14.8692 -1.0639
H 5.9179 -17.5580 -2.1065
H 5.4823 -17.0483 -0.4954
H 7.4938 -15.2930 -2.5570
H 7.9721 -16.2743 -1.1550
H 7.0383 -14.7740 -0.9828
H 5.0830 -14.0453 -5.8654
H 3.5017 -13.2690 -5.9969
H 2.7032 -15.3163 -7.0314
H 4.0066 -16.2809 -6.4195
H 3.8480 -14.1197 -8.5913
H 4.3236 -15.8940 -8.7951
H 6.3649 -13.9783 -7.6386
H 6.4268 -14.8443 -9.1494
H 6.3666 -15.8505 -7.7732
H 2.8934 -13.3288 -2.2148
H 2.4275 -12.3124 -3.5869
H 4.4554 -11.5995 -4.2704
H 5.3979 -12.8936 -3.5552
H 5.6277 -10.7236 -2.4384
H 4.9905 -11.9190 -1.3641
H 3.0028 -10.0450 -2.9870
H 3.6146 -9.5140 -1.4492
H 2.6733 -10.8929 -1.5101
C -8.2214 1.5002 -6.3668
C -6.9069 1.8780 -5.7756
C -7.0608 2.8092 -4.5355
C -7.6475 2.0678 -3.3342
P -7.8466 3.1291 -1.8380
C -9.6433 3.2621 -1.7620
C -10.1643 4.1595 -2.9191
C -11.5546 3.6138 -3.3891
C -11.9709 4.1649 -4.7601
C -7.2753 2.1392 -0.4339
C -7.9512 0.7960 -0.1363
C -7.0714 -0.1823 0.7808
C -6.7774 0.3700 2.1623
C -6.9328 4.6391 -1.8632
C -7.2263 5.5853 -0.5656
C -6.4720 6.9551 -0.6424
C -4.9487 6.7240 -0.5206
H -8.8283 2.3544 -6.7348
H -8.7716 0.8059 -5.7382
H -8.1266 0.8151 -7.2678
H -6.2629 2.4615 -6.4613
H -6.2855 1.0186 -5.5447
H -7.7628 3.5502 -4.8521
H -6.0693 3.2452 -4.3066
H -7.0431 1.1286 -3.0955
H -8.6595 1.6960 -3.6305
H -9.8854 3.7211 -0.7761
H -10.0405 2.2585 -1.9274
H -9.4739 4.2356 -3.7790
H -10.2986 5.2074 -2.5650
H -12.3033 3.7580 -2.6595
H -11.4811 2.5606 -3.5499
H -11.0286 4.1340 -5.3271
H -12.2856 5.1503 -4.6335
H -12.6877 3.5473 -5.2890
H -7.3231 2.7600 0.4772
H -6.2430 1.9768 -0.7259
H -8.1871 0.2002 -1.0518
H -8.9284 1.0398 0.3159
H -6.1777 -0.4675 0.2367
H -7.7619 -1.0196 0.9264
H -6.0991 -0.2826 2.7008
H -7.6916 0.3829 2.8114
H -6.3637 1.3794 2.1589
H -7.0542 5.1575 -2.8385
H -5.8876 4.3662 -1.9226
H -7.0145 5.1034 0.3830
H -8.2300 5.7850 -0.3635
H -6.8802 7.4689 0.2460
H -6.8262 7.4617 -1.5896
H -4.3089 7.5547 -0.3736
H -4.5976 6.2596 -1.4510
H -4.7157 6.0785 0.3217
As 2.6709 3.4805 -3.3875
F 3.1153 1.8270 -3.0447
F 3.7797 3.8909 -2.1171
F 2.3106 5.1968 -3.7272
F 1.5895 2.9906 -4.6688
F 1.3605 3.3512 -2.2755
F 4.0412 3.5433 -4.5203
As 0.5001 6.9818 0.6135
F -0.1401 8.3106 1.4125
F 0.6897 7.8659 -0.8704
F 1.2318 5.5837 -0.1899
F 0.4313 5.9069 2.0578
F -1.0736 6.3939 0.1850
F 2.1652 7.4592 1.1619
As -2.4481 1.7829 -1.1768
F -1.2950 1.2504 0.0832
F -3.7107 1.7150 -0.0278
F -3.6297 2.3911 -2.2749
F -1.2916 1.8555 -2.4492
F -2.7671 0.1810 -1.6628
F -2.0633 3.4266 -0.7952
As 0.7487 -0.1901 4.6815
F 1.1783 -1.3998 5.7717
F -0.5459 0.5011 5.5699
F 0.2788 0.9520 3.3006
F 2.0555 -0.7288 3.6087
F -0.3075 -1.4433 3.9056
F 1.7926 0.9229 5.3425
*
```